# C54H75F10N18O23S10

12 unconnected molecules or ions with the total composition C54H75F10N18O23S10 in a non-equilibrium geometry (wB97M-V/def2-TZVPD, the Open Molecules 2025 dataset).

The geometry in XYZ format:
```
190
Properties=species:S:1:pos:R:3:forces:R:3
C -0.407849 -2.105178 -0.469180 -0.3004 -0.2116 -0.3311
C -1.677459 -2.024708 -1.344199 0.4834 -1.8495 1.3449
N -1.527271 -1.072150 -2.398578 -0.1194 2.1251 -1.9622
C -1.439115 0.321624 -2.309651 -1.1089 -0.6326 0.9913
C -1.135549 0.817197 -3.517832 1.5849 0.1957 0.1330
N -0.823922 -0.258741 -4.346631 -1.9313 0.8062 2.2447
C -1.230493 -1.352799 -3.674264 2.0964 -0.9943 -0.3809
C -0.082712 -0.148369 -5.559106 1.2440 -1.2674 -1.8001
H -0.261262 -1.277944 0.227132 -0.1948 0.2575 -0.2194
H 0.450165 -2.174016 -1.137557 0.0690 -0.1185 0.1173
H -0.489948 -3.006192 0.140352 0.0113 -0.0800 -0.0764
H -2.547976 -1.928224 -0.699297 -0.1164 0.7252 -0.3441
H -1.818244 -3.005764 -1.800506 0.1352 0.0938 -0.2133
H -1.665864 0.825192 -1.383173 -0.0342 -0.0798 -0.0189
H -0.846283 1.832316 -3.735291 -0.1842 -0.0962 -0.4581
H -1.011266 -2.348718 -4.046544 -0.4002 -0.1613 0.1098
H -0.683961 -0.414645 -6.427225 -0.1411 0.3287 0.0737
H 0.757205 -0.848639 -5.556727 -0.3081 -0.3911 0.3025
H 0.441202 0.784476 -5.735403 -0.8268 0.4317 0.4862
C -6.012500 2.639879 -2.227710 0.2185 -0.2516 -0.5901
C -5.359691 2.016951 -1.000778 -0.1956 1.2349 0.1303
N -5.532860 0.565930 -0.892602 -0.7872 -0.4723 1.3018
C -5.113394 -0.386569 -1.772607 0.6473 -0.5890 -1.2072
C -5.350514 -1.650177 -1.286838 -0.0869 1.9173 0.6852
N -5.927329 -1.412295 -0.045316 -0.4759 0.6858 -0.1955
C -6.061488 -0.092175 0.156345 0.3930 -0.7598 -0.3591
C -6.263139 -2.457021 0.934195 0.7322 0.5133 0.1815
H -5.655132 2.197319 -3.158625 -0.0353 -0.0754 0.0018
H -5.788849 3.703866 -2.303510 0.1406 -0.0154 0.2486
H -7.098743 2.558385 -2.208520 0.0230 -0.1923 0.1119
H -5.777812 2.570964 -0.158538 -0.3958 -0.8786 0.4209
H -4.312297 2.291333 -0.868573 0.2451 -0.4977 -0.5505
H -4.656311 -0.079480 -2.699857 0.0052 -0.1709 0.0040
H -5.117743 -2.631393 -1.673495 -0.0278 -0.0351 0.0607
H -6.547566 0.320942 1.024419 0.2362 0.1983 -0.0119
H -5.488999 -3.192926 0.723467 -0.5891 -0.6622 0.3676
H -7.307885 -2.754147 0.898039 0.1735 -0.3169 -0.4740
H -6.073085 -2.056786 1.929420 0.1318 0.0054 -0.0455
C -3.856588 0.677236 -8.389297 0.4452 0.4850 -0.5129
C -3.873571 -0.762991 -8.872246 -1.2527 -0.7257 1.0667
N -2.717616 -1.501605 -8.377149 1.6468 -0.0834 -1.3254
C -2.676700 -2.594710 -7.528206 0.1534 0.4303 0.2983
C -1.391218 -3.019604 -7.497641 1.0136 0.2854 -0.1707
N -0.661444 -2.211468 -8.344072 -0.7218 0.6517 -0.5541
C -1.483954 -1.301865 -8.916879 -0.0294 -1.3936 1.8856
C 0.777495 -2.328285 -8.569154 0.3963 -0.2790 0.2378
H -3.826027 0.777588 -7.304094 -0.3173 -0.3967 0.0525
H -4.702583 1.237438 -8.784916 -0.0686 -0.1085 0.0670
H -2.953907 1.210515 -8.694444 0.0108 -0.0821 -0.2908
H -4.017285 -0.992426 -9.927745 0.4758 0.7072 -0.1994
H -4.724849 -1.301544 -8.447895 -0.0711 0.2183 0.2335
H -3.504104 -2.930301 -6.921665 -0.1690 -0.0738 -0.2505
H -0.799861 -3.735083 -6.945603 -0.6081 -0.2426 0.2656
H -1.161956 -0.525672 -9.590937 -0.2390 0.0001 -0.0573
H 1.056920 -1.575043 -9.300478 0.2052 -0.2225 -0.0458
H 1.048724 -3.345577 -8.851089 -0.3738 0.0907 -0.6520
H 1.362109 -2.235216 -7.652372 -0.4231 0.5964 0.2055
C 0.114592 5.200589 -2.571578 0.5456 0.9289 -1.1775
N 0.482687 5.423164 -1.178026 0.2595 -0.2499 1.1874
C 1.079246 6.602011 -0.834546 -0.5561 -0.5979 -1.0250
C 1.364916 6.888854 0.451603 0.7046 0.2132 0.8351
C 1.169511 5.928938 1.447737 -0.4782 -0.7981 -0.0238
C 0.590083 4.719470 1.102650 0.1720 -0.3087 -1.3005
C 0.260442 4.473271 -0.261221 0.1907 0.8792 0.9681
C 1.575615 6.209488 2.841102 1.1947 1.8766 1.0517
C 2.387933 5.391443 3.643404 -0.9882 -0.6005 -1.5254
C 2.746345 5.792296 4.891190 0.8373 -0.4100 0.8875
N 2.432407 6.976413 5.397286 -1.3448 1.8588 -0.6076
C 1.709386 7.875009 4.658762 0.0068 -1.5870 -0.5551
C 1.350454 7.510608 3.365004 -0.2200 -0.3708 -0.1404
C 2.676581 7.279708 6.809498 -0.1339 -0.6677 0.6595
H 1.024350 5.016716 -3.148348 -0.0440 -0.4099 0.0063
H -0.236122 6.168312 -2.929996 -0.3849 -0.2307 -0.1634
H -0.624801 4.422834 -2.732823 0.0996 -0.0206 0.2981
H 1.310355 7.271999 -1.650295 -0.1383 0.0378 -0.0334
H 1.853221 7.823239 0.690939 -0.0286 0.0604 -0.1454
H 0.440099 3.941675 1.836496 -0.1892 -0.0615 -0.0561
H -0.199825 3.575107 -0.644836 0.0985 -0.1526 0.2709
H 2.703183 4.447950 3.214582 0.1609 -0.1666 0.3086
H 3.311783 5.198468 5.597759 0.1538 -0.2880 -0.3842
H 1.307506 8.738203 5.168035 0.4502 0.3004 -0.1305
H 0.859218 8.214864 2.707694 -0.2732 0.2044 0.3897
H 2.650589 8.344175 7.023504 0.0072 -0.0358 -0.2481
H 3.619826 6.851028 7.143913 0.1145 0.1733 -0.2594
H 1.885225 6.763264 7.354094 -0.0399 0.2807 0.2198
C 1.193948 0.218060 2.391420 -1.5617 -0.2862 -0.4251
N 1.723609 0.647502 3.676481 -0.3707 -0.1414 -0.2173
C 3.011782 0.923180 3.723933 0.9275 0.0006 1.5966
C 3.606232 1.192489 4.968921 0.9451 -0.2595 -0.1166
C 2.882005 1.224739 6.141846 -2.3103 0.0147 -1.7056
C 1.470766 1.074351 5.959084 0.6829 0.1160 1.1487
C 0.914722 0.709013 4.765517 0.7624 0.2525 0.1862
C 3.438376 1.449433 7.467757 1.1745 0.0880 1.4278
C 4.589147 0.774584 7.936765 0.2173 0.4515 -1.1163
C 5.178703 1.058338 9.154238 -1.5247 -0.8250 -0.7822
N 4.453204 1.782449 10.023349 1.5986 -0.0088 0.4042
C 3.370184 2.451576 9.635331 0.0443 0.5314 0.1475
C 2.887286 2.380973 8.345255 -0.4884 -0.4744 0.2360
C 4.998702 1.978672 11.409591 -1.0729 0.4048 -0.4356
H 0.786126 1.069401 1.845478 0.2795 0.1001 -0.0131
H 0.320531 -0.384651 2.640201 0.2039 -0.3800 -0.4480
H 1.935593 -0.296155 1.786058 0.0506 0.0122 0.1456
H 3.582529 0.814250 2.813187 -0.0061 0.1875 0.0327
H 4.679728 1.313459 5.047508 0.0497 0.0653 -0.4270
H 0.803011 1.196766 6.802042 -0.0201 -0.2571 0.0641
H -0.131528 0.435217 4.713431 -0.0577 0.1374 -0.6375
H 5.096077 0.088533 7.271194 0.0499 -0.0587 0.0457
H 6.115797 0.588894 9.415658 -0.0409 0.1794 0.4847
H 2.993538 3.108362 10.407991 -0.4487 -0.0398 -0.1764
H 2.010995 2.957253 8.082707 0.0399 0.0865 0.0034
H 5.527129 1.078706 11.706501 0.2461 0.2613 0.0171
H 4.128986 2.131356 12.046574 0.1357 -0.1600 0.1723
H 5.553724 2.914171 11.384465 0.4564 -0.3138 0.2245
C 4.870306 -2.095653 -2.326330 0.0099 0.1916 0.2626
N 4.249701 -2.479481 -1.035127 -0.6208 -0.2669 -1.0144
C 3.115385 -3.221519 -1.176351 0.5866 1.0402 1.7871
C 2.545268 -3.720740 -0.029341 -0.2506 -0.6512 -0.1307
C 3.094791 -3.457573 1.223969 0.0792 0.3150 0.0690
C 4.226301 -2.638147 1.306882 0.3668 0.4084 -0.5565
C 4.819253 -2.146748 0.138572 -1.0289 -1.5103 -0.1248
C 2.454759 -3.994628 2.457881 -0.8171 -0.9030 -0.2273
C 2.005786 -5.312615 2.522317 0.9478 -1.0349 0.8990
C 1.451191 -5.827660 3.717199 0.7794 1.4253 -0.9467
N 1.168435 -4.963196 4.680982 -1.0588 -0.5238 1.4229
C 1.456354 -3.648776 4.625129 0.8832 -1.0894 0.1454
C 2.190057 -3.202801 3.572472 -0.5085 1.4612 -0.2790
C 0.437505 -5.482073 5.891915 -0.0883 0.5200 -0.7854
H 4.936396 -2.998110 -2.930693 0.4262 0.0924 0.0611
H 5.810986 -1.627291 -2.050028 0.1265 -0.0501 -0.5931
H 4.211786 -1.418890 -2.869491 0.1024 0.1386 0.2145
H 2.661458 -3.315572 -2.161009 0.3783 -0.2822 -0.4376
H 1.687286 -4.359425 -0.207917 -0.2089 0.0428 0.4695
H 4.691512 -2.413776 2.256536 0.0193 -0.0534 0.0443
H 5.774177 -1.652648 0.043474 -0.1166 0.2790 0.3614
H 2.319708 -6.056563 1.803917 -0.3892 0.1805 -0.3852
H 1.352479 -6.861701 4.008803 -0.3613 -0.1500 -0.7182
H 1.312899 -3.107517 5.548051 -0.4470 0.2306 -0.2096
H 2.392910 -2.138595 3.568067 0.3894 -0.0438 -0.1126
H -0.476398 -4.897888 5.991632 0.0550 0.0661 0.0255
H 1.073154 -5.367994 6.766028 -0.0327 -0.2756 -0.0037
H 0.123781 -6.496755 5.664955 0.2374 -0.0703 0.3298
N 0.042240 3.148312 -5.392161 5.7985 0.2594 2.6042
S -0.625697 3.460741 -6.670587 -7.4344 1.6026 -4.8896
O -0.879136 2.247948 -7.422470 0.5237 1.2248 -0.5274
O -0.467705 4.776708 -7.287832 0.7634 -2.5351 0.5141
F -2.053457 3.678504 -5.943059 -0.6045 -0.0553 -0.1258
S 1.611152 3.452290 -5.863970 2.9066 -0.0568 3.7318
O 2.023751 4.811059 -5.657485 -0.7209 -0.4218 -0.4032
O 2.195480 2.676458 -6.903310 -1.0553 0.1589 -0.4067
F 2.237850 2.747796 -4.549536 -0.3703 0.0227 -0.1666
N 3.385865 0.503050 -0.145646 2.3079 2.3008 3.1593
S 2.727682 1.046585 -1.397782 -4.8973 -0.0600 -5.9093
O 3.502413 0.904513 -2.595696 -0.5825 0.1541 1.1099
O 1.858648 2.218704 -1.263069 1.5791 -0.4359 0.4410
F 1.572470 -0.069787 -1.466416 0.7058 -0.1800 -0.2255
S 4.152144 1.902936 0.321733 2.6171 -0.2786 1.0099
O 3.389941 2.722745 1.241419 0.0362 -0.5440 -0.3116
O 5.090159 2.509850 -0.577470 -1.8128 -0.0842 0.0778
F 5.198019 1.157864 1.258918 -0.2313 -0.5314 1.0897
N -2.767284 -6.232114 2.033692 4.6635 2.1263 -2.3304
S -2.325131 -4.716556 2.318341 -4.2343 1.8267 3.4011
O -3.239345 -3.762431 1.741101 1.0909 -0.1972 -0.1109
O -0.951085 -4.302924 2.519675 0.1514 -0.2961 -0.5757
F -2.823009 -4.777031 3.856717 0.1313 0.4584 0.2624
S -1.474273 -6.342858 0.870139 -1.2713 -5.2935 -1.6651
O -0.173484 -6.730070 1.387292 -0.5895 0.8361 0.2326
O -1.533599 -5.569958 -0.332376 0.3652 0.8373 1.3160
F -2.059866 -7.731374 0.397484 0.3842 -0.0449 -0.1366
N -1.741242 0.857759 2.915344 -1.6328 2.9100 1.2742
S -2.647800 -0.200717 2.255914 -0.5165 -7.3452 -2.7563
O -2.733606 -0.161787 0.823432 -0.1091 1.2669 0.1927
O -3.771884 -0.760400 2.945854 -0.1118 1.8109 0.3009
F -1.642646 -1.459645 2.420106 0.7322 0.8441 0.3378
S -2.934770 1.988964 3.201483 -0.5673 2.4565 1.2638
O -3.594492 1.914195 4.480789 1.2362 -0.2762 -1.2946
O -3.722729 2.376186 2.057385 0.7332 -0.8617 0.5700
F -1.936424 3.245662 3.339817 0.3356 -0.2753 0.1845
N -5.036757 -5.312294 -3.318869 -1.2379 -0.7505 -4.5349
S -3.550566 -5.073694 -3.224519 5.6321 0.3184 7.1567
O -2.977575 -3.850288 -3.732001 -0.1909 -0.1079 -0.6910
O -2.691347 -6.226711 -3.032601 -0.7694 1.1770 -1.7408
F -3.681839 -4.668239 -1.615640 -0.2053 0.7036 -0.2657
S -4.909808 -5.798866 -4.950095 -5.3703 -2.5785 -2.0226
O -4.646577 -7.196094 -5.157805 0.9152 1.3349 0.6074
O -4.495505 -4.854891 -5.959691 0.3758 -0.0364 1.1991
F -6.519412 -5.822074 -5.141910 0.6631 0.5874 0.1196
N 1.576584 -3.507862 -4.346839 -1.8973 -0.7711 -0.6034
O 1.216798 -3.164194 -5.487597 0.5754 0.4953 -0.3116
O 0.699492 -4.020882 -3.613874 0.9732 0.4843 0.6722
O 2.756781 -3.369477 -3.974245 0.2351 0.2152 0.1330
```
Forces are in eV/Å.

Results
- HOMO-LUMO gap (eV) = 2.94
- total charge = +3
- electronic energy (Eh) = -9798.0287
- F_max (eV/A) = 9.11